[1]
DFT (wB97M-V/def2-TZVPD) results for an isolated molecule of CH3NO in a non-equilibrium geometry.

Positions of all 6 atoms, in Å:
C 0.812 0.018 -0.110
H -2.125 -0.480 0.244
H 0.773 1.152 0.000
H 1.960 -0.167 0.103
N -0.152 -0.693 -0.116
O -1.269 0.170 -0.121

The LUMO energy comes out at 0.8783 eV. As for the SMILES: C=NO. Its HOMO-LUMO gap is 0.413 Eh. As for the total energy: -169.777925 Eh. The molar mass comes out at 45.0 Da.

---

[2]
DFT (wB97M-V/def2-TZVPD) results for an isolated molecule of CH3NO in a non-equilibrium geometry.

Positions of all 6 atoms, in Å:
C 0.823 0.029 0.077
H -2.129 -0.413 0.289
H 0.915 1.216 0.019
H 1.805 -0.350 -0.278
N -0.196 -0.670 -0.029
O -1.218 0.187 -0.078

The LUMO energy comes out at 0.8276 eV. As for the SMILES: C=NO. Its HOMO-LUMO gap is 0.397 Eh. As for the total energy: -169.778200 Eh. The molar mass comes out at 45.0 Da.

---

[3]
DFT (wB97M-V/def2-TZVPD) results for a cluster of 3 separate species, CH3NO2 in total in a non-equilibrium geometry.

Positions of all 7 atoms, in Å:
C -0.237 -2.281 -5.150
N 1.818 -3.575 -4.205
O 2.783 -3.176 -3.514
O 2.038 -4.432 -5.072
H 0.091 -1.204 -5.326
H 3.155 -3.481 9.803
H -0.051 -2.843 -6.177

The LUMO energy (alpha / beta) comes out at 4.8189 / 4.8175 eV. As for the total charge: -2. Its HOMO-LUMO gap (alpha / beta) is 0.116 / 0.116 Eh. As for the total energy: -244.796652 Eh. The molar mass comes out at 61.0 Da.

---

[4]
DFT (wB97M-V/def2-TZVPD) results for a cluster of 2 separate species, CH3NO2P in total in a non-equilibrium geometry.

Positions of all 8 atoms, in Å:
C 1.938 -0.101 -0.020
N -0.625 0.948 -0.039
O 1.599 -1.191 0.014
O 2.350 0.955 -0.110
P -1.714 -0.287 0.078
H -1.144 1.797 -0.314
H -1.033 -0.794 1.201
H -1.371 -1.329 -0.810

The LUMO energy comes out at 3.7917 eV. As for the total charge: -1. Its HOMO-LUMO gap is 0.222 Eh. As for the total energy: -586.504082 Eh. The molar mass comes out at 92.0 Da.

---

[5]
DFT (wB97M-V/def2-TZVPD) results for an isolated molecule of CH3NO2P2 in a non-equilibrium geometry.

Positions of all 9 atoms, in Å:
C 0.053 -1.231 -0.083
N 0.944 -0.256 0.029
O 3.191 1.144 0.287
O -1.687 0.767 0.135
P 2.835 -0.192 -0.211
P -1.582 -0.911 0.307
H 0.676 0.592 0.646
H -2.540 1.204 0.100
H -1.890 -1.117 -1.210

The LUMO energy comes out at -1.2921 eV. As for the SMILES: O=PNC#[PH]O. Its HOMO-LUMO gap is 0.261 Eh. As for the total energy: -927.770530 Eh. The molar mass comes out at 123.0 Da.

---

[6]
DFT (wB97M-V/def2-TZVPD) results for an isolated molecule of CH3NO2S in a non-equilibrium geometry.

Positions of all 8 atoms, in Å:
C 1.235 0.980 -0.546
N 0.550 -0.244 0.291
O 2.521 0.675 -0.573
O 0.808 2.042 -1.099
S -1.223 -0.003 0.451
H -1.342 1.083 1.306
H 0.795 -1.154 -0.183
H 2.549 -0.166 -0.036

The LUMO energy comes out at 0.0789 eV. As for the SMILES: O=C(O)NS. Its HOMO-LUMO gap is 0.349 Eh. As for the total energy: -643.275832 Eh. The molar mass comes out at 93.1 Da.

---

[7]
DFT (wB97M-V/def2-TZVPD) results for an isolated molecule of CH3NO2S in a non-equilibrium geometry.

Positions of all 8 atoms, in Å:
C -1.127 0.897 -0.157
N 1.454 -0.171 0.297
O -2.290 1.185 0.251
O -0.596 -1.427 -0.992
S -0.263 -0.803 0.256
H -0.866 1.214 -1.131
H 2.163 -0.967 0.229
H 1.526 0.073 1.247

The LUMO energy comes out at -0.3318 eV. Its HOMO-LUMO gap is 0.334 Eh. As for the total energy: -643.233161 Eh. The molar mass comes out at 93.1 Da.

---

[8]
DFT (wB97M-V/def2-TZVPD) results for an isolated molecule of CH3NO2S in a non-equilibrium geometry.

Positions of all 8 atoms, in Å:
C 0.102 1.372 -0.180
N -0.130 -0.863 0.237
O -0.849 -3.104 0.675
O 0.706 0.128 -0.229
S 0.270 -2.346 0.172
H 0.889 1.926 -0.423
H -0.472 1.502 0.853
H -0.516 1.385 -1.106

The LUMO energy comes out at -0.4877 eV. Its HOMO-LUMO gap is 0.336 Eh. As for the total energy: -643.190253 Eh. The molar mass comes out at 93.1 Da.

---

What did the fifth record say?
DFT (wB97M-V/def2-TZVPD) results for an isolated molecule of CH3NO2P2 in a non-equilibrium geometry.

Positions of all 9 atoms, in Å:
C 0.053 -1.231 -0.083
N 0.944 -0.256 0.029
O 3.191 1.144 0.287
O -1.687 0.767 0.135
P 2.835 -0.192 -0.211
P -1.582 -0.911 0.307
H 0.676 0.592 0.646
H -2.540 1.204 0.100
H -1.890 -1.117 -1.210

The LUMO energy comes out at -1.2921 eV. As for the SMILES: O=PNC#[PH]O. Its HOMO-LUMO gap is 0.261 Eh. As for the total energy: -927.770530 Eh. The molar mass comes out at 123.0 Da.

---

> Number 3 is which compound?

CH3NO2